Entry 1:
Molecular formula: C17H17N2Sm
Method: DFT, wB97M-V/def2-TZVPD

## Properties
E_LUMO (spin up / spin down) = -0.281 / -0.271 Eh
Multiplicity = 6
Charge = +2
⟨S²⟩ = 8.7694
Frontier orbital gap (spin up / spin down) = 8.0 / 8.3 eV

The geometry in XYZ format:
```
37
Properties=species:S:1:pos:R:3:nbo_charge:R:1
C 1.826 2.134 2.476 -0.39
C 1.977 0.854 2.820 -0.42
H 1.204 2.811 3.101 0.22
H 2.263 2.526 1.540 0.20
H 2.519 0.102 2.203 0.20
H 1.466 0.479 3.733 0.21
Sm -0.925 -0.734 -0.558 2.11
C 0.410 0.601 -2.014 -0.40
C 1.289 0.232 -0.923 -0.35
C 0.639 -1.719 -2.104 -0.39
C 0.071 -0.587 -2.793 -0.34
H 1.785 0.918 -0.219 0.29
H 1.879 -1.797 -0.199 0.27
H 0.633 -2.761 -2.487 0.29
C 1.397 -1.204 -0.964 -0.36
H -0.449 -0.649 -3.768 0.29
H 0.123 1.628 -2.260 0.28
C -2.624 0.741 3.496 -0.21
C -3.892 0.144 3.594 -0.10
C -4.375 -0.674 2.583 -0.18
C -3.568 -0.869 1.454 0.18
N -2.314 -0.326 1.385 -0.61
C -1.826 0.478 2.367 0.05
C -3.948 -1.689 0.285 0.19
C -5.166 -2.348 0.153 -0.19
C -5.371 -3.160 -0.964 -0.09
C -4.354 -3.258 -1.938 -0.21
C -3.189 -2.527 -1.799 0.07
N -3.007 -1.781 -0.693 -0.62
H -2.222 1.400 4.279 0.27
H -4.536 0.310 4.455 0.26
H -5.346 -1.177 2.604 0.25
H -0.802 0.869 2.178 0.23
H -5.897 -2.212 0.944 0.25
H -6.320 -3.704 -1.031 0.27
H -4.473 -3.895 -2.811 0.26
H -2.359 -2.495 -2.507 0.21
```



Entry 2:
Molecular formula: C5H15NO2
Method: DFT, wB97M-V/def2-TZVPD

## Properties
E_LUMO = 0.019 Eh
SMILES = CC/C=C/NC.O.O
Frontier orbital gap = 8.0 eV

The geometry in XYZ format:
```
23
Properties=species:S:1:pos:R:3:nbo_charge:R:1
C 0.812 2.778 -1.335 -0.62
C 1.177 1.290 -1.431 -0.43
C 1.488 0.691 -0.075 -0.28
C 0.806 -0.320 0.439 -0.02
N 1.171 -0.951 1.628 -0.63
C 0.333 -1.884 2.359 -0.39
H 1.402 3.362 -2.060 0.20
H -0.228 2.940 -1.623 0.21
H 0.991 3.405 -0.457 0.21
H 1.995 1.228 -2.155 0.20
H 0.379 0.671 -1.846 0.21
H 2.377 1.126 0.379 0.19
H -0.055 -0.748 -0.060 0.21
H 2.093 -0.771 1.960 0.38
H 0.804 -2.018 3.329 0.21
H 0.311 -2.872 1.888 0.18
H -0.642 -1.410 2.482 0.17
O -2.574 -0.753 0.531 -0.95
H -2.315 0.124 0.827 0.48
H -2.575 -1.276 1.338 0.48
O -2.406 -1.361 -2.348 -0.95
H -2.537 -2.301 -2.188 0.46
H -2.809 -0.951 -1.581 0.48
```



Entry 3:
Molecular formula: C44H46BClN8O8PSV
Method: DFT, wB97M-V/def2-TZVPD

## Properties
E_LUMO (spin up / spin down) = 0.073 / 0.076 Eh
Multiplicity = 4
Charge = -1
⟨S²⟩ = 3.8047
Frontier orbital gap (spin up / spin down) = 4.5 / 7.4 eV

The geometry in XYZ format:
```
111
Properties=species:S:1:pos:R:3:mulliken_spin:R:1
V -0.238 -0.614 0.417 2.08
C 0.192 -3.444 3.156 0.01
C -1.042 -3.350 2.319 0.01
C -2.142 -4.218 2.339 0.00
C -3.048 -3.689 1.439 0.00
C -4.400 -4.191 1.054 0.00
N -2.504 -2.575 0.924 0.02
N -1.263 -2.371 1.449 0.01
B -3.156 -1.556 -0.065 -0.05
N -3.032 -0.163 0.639 0.01
N -1.982 0.023 1.487 0.10
C -2.414 0.799 2.477 0.01
C -1.634 1.115 3.710 0.00
C -3.745 1.167 2.237 0.00
C -4.094 0.551 1.054 0.01
C -5.375 0.616 0.296 0.00
N -2.406 -1.681 -1.382 -0.01
N -1.100 -2.049 -1.319 0.08
C -0.739 -2.362 -2.561 0.00
C 0.609 -2.911 -2.886 0.02
C -1.825 -2.195 -3.432 0.02
C -2.866 -1.751 -2.646 -0.01
C -4.240 -1.325 -3.031 0.00
H 0.152 -4.337 3.779 0.00
H 1.069 -3.473 2.514 0.00
H 0.287 -2.570 3.805 0.00
H -2.263 -5.104 2.941 0.00
H -4.581 -5.154 1.528 0.00
H -5.181 -3.495 1.365 0.00
H -4.477 -4.310 -0.027 0.00
H -4.314 -1.811 -0.210 0.00
H -1.057 0.248 4.030 0.00
H -0.946 1.949 3.573 0.00
H -2.330 1.381 4.505 0.00
H -4.353 1.815 2.847 0.00
H -6.002 1.404 0.709 0.00
H -5.173 0.832 -0.754 0.00
H -5.917 -0.329 0.348 0.00
H 1.275 -2.794 -2.037 -0.02
H 0.528 -3.975 -3.120 0.00
H 1.041 -2.406 -3.750 0.00
H -1.836 -2.350 -4.498 0.00
H -4.410 -1.544 -4.083 0.00
H -5.001 -1.827 -2.431 0.00
H -4.325 -0.247 -2.887 0.00
O -2.433 0.790 -3.121 0.00
C -1.410 0.992 -2.459 0.00
O -1.355 1.558 -1.318 0.00
C -0.057 0.592 -3.032 -0.05
C 0.182 0.788 -4.375 0.17
C 1.461 0.567 -4.884 -0.03
C 2.502 0.177 -4.073 0.15
C 2.279 -0.026 -2.710 -0.06
C 0.959 0.128 -2.183 0.13
O 0.671 -0.195 -0.924 -0.30
N 3.374 -0.278 -1.906 0.14
O 4.504 -0.532 -2.431 0.23
O 3.237 -0.241 -0.631 0.18
N 1.719 0.804 -6.299 0.00
O 2.835 0.575 -6.735 0.00
O 0.805 1.223 -6.989 -0.01
H -0.617 1.111 -5.026 0.01
H 3.497 0.049 -4.467 0.01
Cl 1.436 -0.064 2.570 0.01
C 1.560 1.615 3.067 0.03
C 2.092 1.858 4.323 0.00
C 2.238 3.166 4.749 0.00
C 1.859 4.209 3.916 0.00
C 1.318 3.936 2.668 0.00
C 1.144 2.630 2.210 -0.01
P 0.325 2.198 0.550 0.06
C 1.838 2.586 -0.438 -0.01
C 3.117 2.343 0.058 0.01
C 4.241 2.593 -0.715 -0.01
C 4.113 3.091 -2.002 0.01
C 2.846 3.327 -2.514 -0.01
C 1.724 3.073 -1.742 -0.01
C -0.646 3.778 0.468 0.01
C -0.352 4.876 -0.335 0.00
C -1.222 5.957 -0.407 0.00
C -2.395 5.973 0.329 0.00
C -2.674 4.906 1.169 0.00
C -1.806 3.829 1.236 0.02
H 2.383 1.031 4.958 0.00
H 2.650 3.369 5.729 0.00
H 1.979 5.235 4.238 0.00
H 1.031 4.756 2.023 0.00
H 3.260 1.947 1.053 0.01
H 5.221 2.378 -0.310 0.00
H 4.992 3.285 -2.603 0.00
H 2.725 3.684 -3.530 0.00
H 0.742 3.225 -2.169 0.01
H 0.557 4.907 -0.914 0.00
H -0.982 6.786 -1.062 0.00
H -3.084 6.804 0.246 0.00
H -3.583 4.900 1.761 0.00
H -2.049 2.998 1.875 0.00
O 1.544 -2.517 0.668 0.04
S 2.845 -2.986 0.061 0.01
C 4.153 -2.620 1.290 0.00
C 4.815 -3.932 1.671 0.00
C 3.680 -4.946 1.792 0.00
C 2.872 -4.788 0.513 0.00
H 3.605 -2.170 2.119 0.00
H 4.818 -1.885 0.850 0.00
H 5.388 -3.837 2.596 0.00
H 5.503 -4.243 0.880 0.00
H 3.058 -4.705 2.658 0.00
H 4.054 -5.965 1.921 0.00
H 1.829 -5.090 0.591 0.00
H 3.343 -5.308 -0.324 0.00
```